# 1
DFT (wB97M-V/def2-TZVPD) results for a single C20H25N3O6S molecule.

The geometry in XYZ format:
```
55
Properties=species:S:1:pos:R:3:forces:R:3
S -1.86643 2.85484 0.18308 -0.1 0.1 0.2
O 0.86029 -0.33782 -0.61425 0.0 0.1 -0.1
O 1.16695 -2.21908 1.59878 -0.1 -0.1 0.0
O 3.73418 2.69230 -2.00356 0.0 0.2 0.0
O -1.07606 3.82091 0.89004 0.4 0.1 0.0
O 1.80150 -2.70683 -0.49520 0.1 -0.2 -0.3
O -3.29326 2.91709 0.36335 -0.3 -0.3 -0.2
N 4.29549 0.56584 -1.52139 0.0 0.3 -0.2
N 4.23210 -0.56902 -0.82433 0.0 -0.7 0.4
N -1.29579 -0.87774 -0.95695 -0.2 0.3 0.1
C -1.50664 2.85368 -1.61177 -0.1 0.0 0.6
C -1.03143 1.43946 -1.88821 0.1 -0.3 -0.2
C 2.39360 2.92823 0.53457 0.1 0.0 -0.1
C 0.44385 -2.65814 -0.89190 -0.1 0.1 0.2
C -3.24699 -2.25028 -0.07336 0.1 0.1 0.0
C -1.33780 1.14747 0.51207 -0.2 0.8 -0.3
C 2.36607 0.63677 2.11388 0.1 -0.1 -0.1
C -2.34031 -1.83779 -1.25671 -0.3 -0.4 0.1
C 3.68783 1.76229 -1.21969 0.1 -0.1 -0.1
C -2.43933 -2.68044 1.14906 -0.2 -0.1 -0.2
C 3.02692 1.76875 0.08731 -0.1 -0.2 0.4
C 0.00786 -1.18335 -0.81081 0.1 -0.4 -0.1
C -4.26923 -1.17929 0.30850 0.1 -0.2 -0.1
C 3.48384 -1.93446 0.95911 -0.2 0.1 -0.1
C 1.75423 2.94229 1.75378 0.0 0.0 0.0
C -1.68125 0.52612 -0.83057 0.3 -0.2 -0.3
C 1.74678 1.79168 2.54006 0.0 0.0 0.0
C 2.02784 -2.30228 0.76329 0.2 -0.3 0.5
C 3.00970 0.59911 0.87161 0.1 0.7 -0.1
C 3.62725 -0.58063 0.31357 0.5 0.0 -0.4
H 2.41900 3.80080 -0.10000 0.0 0.1 -0.1
H 0.05200 1.37850 -1.78640 -0.1 0.0 0.0
H -0.16405 -3.28590 -0.23595 0.0 0.1 -0.2
H -1.69081 -1.93684 1.41170 0.1 0.1 0.1
H -0.27238 1.13097 0.71719 0.1 0.0 0.0
H -1.87249 -2.73377 -1.66476 0.0 0.0 -0.1
H -3.80909 -0.33986 0.82015 0.0 0.2 0.1
H -1.30337 1.11140 -2.89294 0.0 0.0 0.0
H 0.41933 -3.02197 -1.92054 -0.1 0.0 0.1
H 3.72487 -1.91239 2.02037 -0.1 -0.1 0.0
H 1.24082 3.82946 2.08758 0.0 0.1 0.0
H -0.75637 3.60870 -1.81647 0.0 0.1 0.0
H 4.11778 -2.63843 0.42319 0.0 0.0 0.1
H -4.79568 -0.81002 -0.56910 -0.1 0.1 -0.1
H -3.10087 -2.81267 2.00122 0.0 0.0 0.1
H -3.81205 -3.11693 -0.43691 0.0 0.0 0.0
H 1.24141 1.80423 3.49469 0.0 0.0 0.1
H -1.90479 0.74990 1.34647 -0.1 0.1 0.1
H -1.93679 -3.62867 0.97272 0.1 -0.1 0.1
H -2.76524 0.57596 -0.95782 0.1 -0.1 0.0
H -5.00794 -1.60975 0.98087 -0.1 0.0 0.1
H -2.43936 3.09679 -2.11223 -0.1 0.1 0.1
H -2.97061 -1.41107 -2.04423 0.1 -0.1 0.0
H 4.77353 0.48858 -2.41294 -0.2 0.1 0.2
H 2.33142 -0.24673 2.73079 0.0 -0.1 0.0
```
Forces are in eV/Å.

The value obtained for the energy relative to the best compared isomer or geometry (same formula, charge and spin) is 200.7 kJ/mol. For the total energy, the calculation gives -48737.0649 eV. The frontier orbital gap is 9.0 eV. The LUMO energy is 0.425 eV. Its SMILES is CC(C)CN(C(=O)COC(=O)Cc1n[nH]c(=O)c2ccccc12)[C@@H]1CCS(=O)(=O)C1.

Here are the Löwdin charges for atoms 1 to 4, given in e:
1. S 0.6863
2. O 0.0818
3. O 0.1258
4. O 0.0569


# 2
DFT (wB97M-V/def2-TZVPD) results for a single C20H25N3O7 molecule.

The geometry in XYZ format:
```
55
Properties=species:S:1:pos:R:3:forces:R:3
O -0.34032 0.45777 -1.31870 0.0 -0.2 0.1
O -4.09782 1.67714 1.04979 0.0 -0.2 0.0
O 2.29986 -4.33208 0.96094 -0.2 0.0 -0.1
O 0.03124 1.70204 1.29281 0.1 -0.1 0.0
O 4.00598 -4.23864 -1.33979 -0.3 0.1 0.3
O -4.24246 6.17115 0.59702 -0.2 0.1 0.0
O -0.82097 -0.66611 0.56297 0.1 -0.2 0.1
N -4.15103 3.92539 0.82502 -0.3 -0.1 0.0
N -0.11948 4.24079 1.18476 0.1 0.1 -0.1
N -2.19877 5.21551 0.86279 0.2 0.1 0.0
C 3.43870 -5.16165 1.11967 0.4 -0.4 0.3
C -3.58984 5.16330 0.74638 0.1 -0.1 0.0
C 3.31149 -5.83583 2.47806 -0.1 0.3 -0.4
C 3.28775 -6.33807 -3.31664 0.0 0.2 -0.1
C 3.02889 -3.29693 -1.17025 -0.1 -0.1 0.2
C 0.97756 -1.43480 -0.73764 0.3 -0.2 -0.1
C -3.46187 2.71063 0.97277 0.3 0.2 0.1
C -1.59013 6.53119 0.81466 0.0 0.3 0.0
C 1.20992 -2.45564 0.17564 0.1 0.0 -0.2
C -1.43265 4.10046 1.02781 -0.2 -0.4 0.1
C -5.60144 3.88586 0.73275 -0.3 0.0 0.0
C -2.02662 2.82813 1.04266 0.1 0.1 0.0
C -1.82088 0.30085 0.82101 -0.1 0.0 -0.2
C -0.10222 -0.44585 -0.54958 -0.1 0.3 -0.3
C 3.78363 -4.94429 -3.68174 0.1 0.0 0.4
C 4.67191 -4.36140 -2.57973 0.1 0.0 -0.6
C 1.79258 -1.33372 -1.85871 -0.2 0.1 0.2
C 2.79911 -2.25432 -2.06446 0.1 -0.1 0.0
C 2.22315 -3.38694 -0.01388 0.0 0.2 -0.2
C -1.17837 1.65311 1.08658 -0.3 0.0 0.0
H 0.59768 -2.54927 1.05714 0.0 0.0 0.1
H 2.39228 -6.41356 2.51951 -0.1 -0.1 0.0
H 4.35465 -4.56256 1.07614 -0.1 -0.1 0.0
H 2.92656 -4.28851 -3.84475 0.1 0.0 -0.1
H -6.03575 4.50959 1.51296 0.0 0.0 -0.1
H 4.15744 -6.49712 2.64257 0.1 -0.1 0.0
H 5.49303 -5.05219 -2.36603 0.0 0.1 -0.1
H -0.91651 6.61597 -0.03984 0.0 0.0 0.0
H 3.47669 -5.91675 0.32624 0.0 0.2 0.1
H 5.10406 -3.40256 -2.89134 0.0 -0.1 0.1
H -5.90770 2.84995 0.85559 0.0 0.2 0.0
H -2.37168 -0.03931 1.69908 0.0 0.0 -0.1
H 2.64258 -6.72878 -4.09937 -0.1 -0.1 0.0
H 4.36611 -4.98148 -4.60405 0.0 0.1 0.0
H -1.05588 6.74270 1.74206 0.0 0.0 0.0
H -2.50921 0.37492 -0.02586 0.1 0.0 0.2
H 3.41555 -2.15650 -2.94367 0.1 0.0 -0.1
H 3.28389 -5.08707 3.26495 0.0 0.0 0.1
H -2.40116 7.24903 0.69731 0.2 -0.1 0.0
H 4.12492 -7.02005 -3.18379 0.1 -0.1 0.0
H 2.72078 -6.30297 -2.38934 -0.1 -0.1 0.1
H 1.62317 -0.53447 -2.56265 0.0 0.1 -0.1
H -5.92042 4.26458 -0.23780 0.0 0.0 0.1
H 0.34749 5.11354 1.02015 -0.1 0.0 0.0
H 0.38802 3.34622 1.24568 0.0 0.2 0.0
```
Forces are in eV/Å.

The value obtained for the energy relative to the best compared isomer or geometry (same formula, charge and spin) is 0.0 kJ/mol. For the total energy, the calculation gives -39950.1231 eV. The frontier orbital gap is 8.6 eV. The LUMO energy is 0.541 eV. Its SMILES is CCCOc1ccc(C(=O)OCC(=O)c2c(N)n(C)c(=O)n(C)c2=O)cc1OCC.

Here are the Löwdin charges for atoms 1 to 4, given in e:
1. O 0.1185
2. O 0.0670
3. O -0.0316
4. O 0.0621